(1)
DFT (wB97M-V/def2-TZVPD) results for a molecular structure, C45H39N5O4P2S2V.

Last column: Mulliken charge in e.
Cartesian coordinates (Å):
V (-0.306, -0.304, 0.120)  -0.93
S (2.855, 1.554, 0.728)  -0.72
P (1.426, 1.704, 2.094)  2.21
C (0.022, 0.762, 1.829)  0.13
P (-1.165, 0.007, 2.744)  2.23
S (-1.620, -1.695, 1.747)  -0.94
C (-0.803, -0.408, 4.493)  0.35
C (-0.672, 0.612, 5.433)  0.14
C (-0.302, 0.325, 6.734)  -0.70
C (-0.076, -0.992, 7.115)  -0.48
C (-0.219, -2.013, 6.190)  -0.68
C (-0.573, -1.721, 4.881)  -0.66
C (-2.692, 0.995, 2.937)  0.25
C (-3.740, 0.541, 3.733)  -0.57
C (-4.887, 1.301, 3.875)  -0.69
C (-4.991, 2.528, 3.226)  -0.72
C (-3.957, 2.975, 2.421)  -0.96
C (-2.810, 2.204, 2.264)  0.58
C (1.038, 3.479, 2.379)  0.27
C (1.861, 4.481, 1.886)  -0.90
C (1.567, 5.815, 2.129)  -0.81
C (0.444, 6.161, 2.866)  -0.67
C (-0.384, 5.163, 3.364)  -1.18
C (-0.082, 3.833, 3.119)  0.53
C (2.160, 1.256, 3.720)  0.34
C (2.635, 2.202, 4.622)  -0.75
C (3.224, 1.807, 5.815)  -0.86
C (3.344, 0.460, 6.119)  -0.68
C (2.875, -0.491, 5.223)  -0.89
C (2.291, -0.094, 4.035)  0.35
H (-0.853, 1.641, 5.144)  0.08
H (-0.184, 1.128, 7.452)  0.43
H (0.216, -1.219, 8.134)  0.39
H (-0.044, -3.041, 6.484)  0.39
H (-0.673, -2.507, 4.142)  0.38
H (-3.655, -0.414, 4.240)  0.43
H (-5.700, 0.942, 4.494)  0.39
H (-5.887, 3.127, 3.343)  0.41
H (-4.044, 3.916, 1.891)  0.51
H (-2.018, 2.515, 1.590)  0.12
H (2.726, 4.197, 1.299)  0.44
H (2.217, 6.588, 1.737)  0.40
H (0.211, 7.203, 3.049)  0.35
H (-1.270, 5.419, 3.932)  0.44
H (-0.739, 3.060, 3.495)  0.02
H (2.543, 3.257, 4.397)  0.40
H (3.584, 2.556, 6.510)  0.42
H (3.799, 0.151, 7.053)  0.38
H (2.957, -1.545, 5.457)  0.46
H (1.910, -0.834, 3.338)  0.35
C (3.225, -2.256, 1.330)  -0.71
O (3.699, -2.760, 0.079)  -0.55
C (2.819, -3.057, -0.914)  -0.03
C (3.243, -3.990, -1.846)  -0.71
C (2.452, -4.355, -2.934)  -0.73
C (1.211, -3.774, -3.085)  -0.95
C (0.757, -2.822, -2.165)  1.57
C (-0.525, -2.185, -2.424)  -1.02
N (-1.032, -1.227, -1.738)  1.09
N (-2.262, -0.771, -2.194)  -1.28
C (-2.684, 0.159, -1.375)  0.35
O (-2.060, 0.581, -0.344)  0.20
C (-4.005, 0.776, -1.685)  -0.58
C (-4.764, 1.294, -0.644)  0.26
C (-5.993, 1.882, -0.903)  -0.75
C (-6.464, 1.963, -2.205)  -0.39
C (-5.706, 1.444, -3.248)  -0.63
C (-4.483, 0.847, -2.990)  -0.60
C (1.551, -2.439, -1.064)  0.25
O (1.155, -1.515, -0.229)  0.23
H (4.051, -2.409, 2.023)  0.30
H (2.349, -2.815, 1.671)  0.33
H (2.983, -1.197, 1.264)  0.15
H (4.221, -4.430, -1.694)  0.45
H (2.812, -5.088, -3.644)  0.37
H (0.571, -4.037, -3.919)  0.40
H (-1.094, -2.538, -3.286)  0.21
H (-4.379, 1.229, 0.363)  0.37
H (-6.579, 2.280, -0.083)  0.44
H (-7.421, 2.427, -2.408)  0.38
H (-6.073, 1.504, -4.265)  0.38
H (-3.883, 0.430, -3.787)  0.42
C (-1.142, 4.758, -2.184)  -0.94
N (-0.409, 3.518, -2.357)  0.28
C (0.118, 3.152, -3.547)  -0.17
C (0.820, 2.004, -3.673)  -1.36
C (0.942, 1.207, -2.488)  0.57
N (0.304, 1.475, -1.367)  1.20
C (-0.323, 2.681, -1.213)  -0.79
O (-0.816, 3.087, -0.182)  -0.42
N (1.776, 0.163, -2.484)  0.04
H (-1.056, 5.341, -3.100)  0.38
H (-0.730, 5.316, -1.344)  0.26
H (-2.191, 4.554, -1.968)  0.26
H (-0.029, 3.837, -4.371)  0.33
H (1.289, 1.721, -4.600)  0.43
H (2.143, -0.220, -3.335)  0.27
H (1.892, -0.356, -1.624)  -0.28

Results
Highest occupied orbital energy (spin up / spin down)   -4.56 / -4.67 eV
LUMO level (spin up / spin down)   2.449 / 2.449 eV
Multiplicity   3
Gap between HOMO and LUMO (spin up / spin down)   7.01 / 7.12 eV
Total charge   -1

***

(2)
DFT (wB97M-V/def2-TZVPD) results for a molecular structure, C45H40BrCl3CoN6O4S2.

Last column: Mulliken charge in e.
Cartesian coordinates (Å):
Co (0.219, 1.324, 0.808)  -0.48
C (-4.008, 1.228, -1.491)  -0.70
O (-3.727, -0.091, -1.045)  -0.09
C (-3.584, -0.193, 0.325)  -0.75
C (-4.497, -0.938, 1.031)  -0.42
C (-4.399, -1.057, 2.421)  -0.88
C (-3.387, -0.390, 3.073)  -0.53
C (-2.418, 0.339, 2.370)  0.38
C (-1.419, 1.070, 3.123)  -0.87
N (-0.359, 1.553, 2.597)  2.26
N (0.425, 2.387, 3.381)  -1.14
C (1.171, 3.135, 2.603)  0.14
O (1.167, 3.109, 1.321)  -0.61
C (2.130, 4.054, 3.287)  0.61
C (2.278, 4.042, 4.672)  -0.18
C (3.229, 4.847, 5.277)  -0.80
C (4.037, 5.676, 4.507)  -0.43
C (3.886, 5.698, 3.128)  -1.02
C (2.937, 4.887, 2.520)  -0.22
C (-2.467, 0.423, 0.954)  0.51
O (-1.578, 1.017, 0.215)  -0.33
H (-4.280, 1.154, -2.542)  0.33
H (-3.142, 1.881, -1.367)  -0.07
H (-4.848, 1.652, -0.931)  0.31
H (-5.299, -1.421, 0.484)  0.49
H (-5.126, -1.638, 2.972)  0.39
H (-3.320, -0.427, 4.155)  0.44
H (-1.599, 1.280, 4.175)  0.44
H (1.650, 3.384, 5.256)  0.48
H (3.345, 4.826, 6.353)  0.42
H (4.780, 6.304, 4.983)  0.41
H (4.510, 6.345, 2.524)  0.40
H (2.816, 4.879, 1.445)  0.48
Br (4.920, 0.405, 6.538)  -0.20
C (4.139, 0.476, 4.814)  0.08
C (3.025, -0.305, 4.540)  -0.89
C (2.430, -0.223, 3.295)  -0.09
C (2.972, 0.615, 2.326)  -0.18
C (4.085, 1.395, 2.612)  -0.38
C (4.673, 1.329, 3.866)  -0.69
N (2.296, 0.730, 1.090)  0.86
C (2.939, 0.807, 0.000)  -0.92
C (2.177, 1.053, -1.231)  0.87
C (2.760, 1.066, -2.487)  -1.09
C (1.953, 1.315, -3.589)  -0.57
C (0.604, 1.545, -3.393)  -0.82
C (0.094, 1.517, -2.102)  -0.88
N (0.865, 1.270, -1.049)  1.52
H (2.613, -0.951, 5.303)  0.46
H (1.535, -0.784, 3.057)  0.44
H (4.452, 2.108, 1.883)  0.32
H (5.516, 1.960, 4.109)  0.43
H (4.024, 0.710, -0.057)  0.50
H (3.821, 0.888, -2.591)  0.54
H (2.376, 1.329, -4.585)  0.51
H (-0.059, 1.742, -4.224)  0.51
H (-0.952, 1.677, -1.877)  0.66
Cl (-5.516, -4.249, -1.849)  -0.24
C (-3.787, -4.232, -2.016)  0.09
C (-3.085, -5.428, -1.986)  -1.08
C (-1.708, -5.395, -2.104)  -0.48
C (-1.016, -4.197, -2.258)  0.75
C (0.496, -4.218, -2.295)  -0.37
C (1.067, -4.407, -0.885)  -1.95
N (0.526, -3.450, 0.055)  0.47
C (-0.625, -3.602, 0.795)  -0.55
C (-0.841, -2.403, 1.402)  -0.75
N (0.143, -1.508, 1.045)  0.45
C (0.931, -2.168, 0.236)  -0.75
O (0.986, -5.309, -3.059)  -0.49
C (1.264, -4.975, -4.418)  -1.01
C (0.097, -4.346, -5.116)  0.15
C (0.015, -3.036, -5.482)  0.62
Cl (1.237, -1.838, -5.311)  -0.14
S (-1.498, -2.620, -6.171)  -0.20
C (-2.067, -4.224, -5.961)  -0.49
C (-1.124, -5.027, -5.411)  -0.44
C (-1.758, -3.025, -2.294)  1.32
Cl (-0.974, -1.484, -2.470)  0.41
C (-3.140, -3.021, -2.170)  -1.38
H (-3.614, -6.363, -1.867)  0.47
H (-1.144, -6.320, -2.089)  0.53
H (0.866, -3.274, -2.705)  0.54
H (2.153, -4.312, -0.916)  0.48
H (0.828, -5.415, -0.544)  0.30
H (-1.176, -4.526, 0.807)  0.48
H (-1.648, -2.129, 2.061)  0.46
H (1.813, -1.777, -0.250)  0.38
H (1.534, -5.917, -4.895)  0.47
H (2.128, -4.306, -4.463)  0.36
H (-3.069, -4.483, -6.262)  0.46
H (-1.284, -6.073, -5.188)  0.43
H (-3.678, -2.082, -2.165)  0.55
C (-0.484, 5.735, 0.159)  -0.85
S (-1.554, 4.302, -0.056)  0.48
C (-2.997, 5.145, -0.735)  -1.02
H (-0.302, 6.232, -0.795)  0.38
H (0.454, 5.357, 0.560)  -0.04
H (-0.919, 6.444, 0.863)  0.36
H (-3.397, 5.871, -0.026)  0.33
H (-3.760, 4.392, -0.929)  0.24
H (-2.755, 5.650, -1.671)  0.31

Results
Highest occupied orbital energy (spin up / spin down)   -6.90 / -6.88 eV
LUMO level (spin up / spin down)   -0.741 / -0.733 eV
Multiplicity   2
Gap between HOMO and LUMO (spin up / spin down)   6.16 / 6.15 eV